# 1
{"formula": "C34H33CeClN3O2S7Sb2", "method": "the ωB97M-V functional and the def2-TZVPD basis", "largest_force_ha_per_bohr": 0.074, "relative_energy_kcal_mol": 25.6, "homo_energy_ev": [-5.12, -5.12], "orbital_gap_ev": [6.33, 6.33], "total_charge": -1, "elements": ["Ce", "Cl", "C", "C", "C", "C", "O", "C", "C", "O", "C", "H", "H", "H", "H", "S", "S", "S", "S", "C", "Sb", "C", "C", "C", "C", "C", "C", "C", "C", "C", "Sb", "C", "C", "H", "H", "H", "H", "H", "H", "H", "H", "H", "H", "H", "H", "H", "H", "H", "H", "H", "H", "H", "H", "S", "C", "S", "C", "N", "N", "C", "C", "C", "C", "C", "C", "S", "H", "H", "H", "H", "H", "N", "C", "C", "C", "C", "C", "C", "C", "H", "H", "H", "H"], "xyz": [[-0.7893, 0.1983, -0.1139], [1.5093, 5.7731, 4.6523], [1.3649, 4.2727, 3.6585], [2.4452, 3.7088, 3.0095], [2.3007, 2.6179, 2.2235], [0.9876, 2.0430, 2.0332], [0.7685, 1.0588, 1.3037], [-0.0723, 2.5916, 2.8003], [-1.3582, 2.0333, 2.6318], [-1.7131, 1.1806, 1.7760], [0.0970, 3.7324, 3.6196], [3.4318, 4.1462, 3.1052], [3.1164, 2.0897, 1.6798], [-2.1165, 2.4770, 3.3379], [-0.7090, 4.2634, 4.1736], [-0.4992, -2.1738, -1.4896], [-1.7378, -1.6509, -3.0624], [-2.1743, 0.3321, -2.6079], [-3.4163, 0.2575, -1.0363], [3.3967, 1.8328, -3.0440], [2.1640, 0.1458, -2.4310], [1.0510, 0.1618, -4.2603], [3.6408, -1.2863, -3.1057], [3.2920, -2.7278, -3.0462], [2.7502, -3.2490, -4.1622], [2.4106, -4.5980, -4.2893], [2.6005, -5.4061, -3.1585], [3.1649, -4.8449, -2.0148], [3.4405, -3.4508, -1.8659], [3.7418, -2.8612, -0.5199], [2.0688, -2.1966, 0.6620], [3.2319, -1.8772, 2.5201], [1.3343, -4.1722, 0.9983], [3.1199, 2.0902, -4.0198], [4.4583, 1.5146, -3.0946], [3.2974, 2.7277, -2.4737], [1.8482, 0.4164, -4.9733], [0.2031, 0.7454, -4.2818], [0.7453, -0.8898, -4.4965], [4.5534, -1.0977, -2.5875], [3.8017, -0.8870, -4.1107], [2.5723, -2.5326, -4.9862], [1.9160, -5.0402, -5.0996], [2.1534, -6.4427, -3.2648], [3.3661, -5.4114, -1.1110], [4.4603, -2.0502, -0.5918], [4.1873, -3.6292, 0.0937], [2.5495, -2.1539, 3.3023], [3.4328, -0.8005, 2.5964], [4.1535, -2.5080, 2.6074], [2.0182, -4.8013, 1.5236], [1.2020, -4.4921, 0.0095], [0.3643, -4.2228, 1.5711], [-4.0983, 5.6142, -3.0817], [-2.9711, 4.6205, -2.4142], [-1.3563, 4.4562, -2.9053], [-1.0172, 3.4132, -1.5745], [-2.0746, 3.1377, -0.8431], [-3.1216, 3.8389, -1.2889], [-4.2515, 3.8634, -0.4475], [-4.0908, 4.0829, 0.9278], [-5.2085, 3.9177, 1.7533], [-6.4832, 3.6851, 1.2095], [-6.5818, 3.5513, -0.1614], [-5.5092, 3.6238, -0.9896], [0.4344, 2.5587, -1.3660], [-3.1027, 4.3558, 1.3315], [-5.0660, 4.0404, 2.7898], [-7.3565, 3.7611, 1.8373], [-7.4765, 3.2416, -0.7211], [-5.5739, 3.4630, -2.0699], [-2.6098, -5.3643, 5.2060], [-2.1666, -4.5165, 4.5786], [-1.7752, -3.4130, 3.7454], [-2.5928, -3.1970, 2.6227], [-2.3054, -2.1745, 1.7693], [-1.1247, -1.4345, 1.7448], [-0.2856, -1.6796, 2.8511], [-0.6682, -2.5815, 3.8830], [-3.5204, -3.8315, 2.4957], [-2.9332, -1.9713, 0.9218], [0.6876, -1.2718, 2.9478], [0.0732, -2.7466, 4.6576]], "atomic_forces_ev_per_a": [[0.346, 0.042, 0.121], [0.361, -0.844, -0.639], [-1.798, 1.204, 1.454], [1.265, 0.290, -0.184], [-0.521, -1.726, -1.169], [0.911, 1.510, 1.674], [0.599, -1.775, -1.545], [-0.219, 0.420, -0.079], [-1.391, -0.342, -0.498], [-0.325, 1.677, 1.708], [0.695, 0.432, -0.054], [-0.073, 0.117, 0.135], [-0.508, 0.784, 0.542], [0.175, -0.661, -0.614], [0.493, -0.812, -0.571], [-0.050, -0.123, -0.103], [-0.068, 0.065, -0.157], [0.264, -0.263, -0.568], [-0.152, -0.168, 0.708], [1.104, -1.218, 0.672], [-0.323, 0.537, 0.595], [2.344, -2.942, -0.408], [-0.281, 0.658, -0.334], [0.456, 1.958, 1.349], [-0.924, -1.168, -2.863], [0.399, 0.654, 2.353], [-0.533, -0.506, -0.839], [-0.036, 0.795, 1.046], [-0.633, -1.875, -0.731], [0.547, -0.379, -0.719], [-0.121, 0.483, 0.592], [0.432, -0.343, -0.831], [-1.108, 0.738, 1.740], [-0.536, 0.273, -1.643], [-0.473, 0.181, 0.225], [-0.088, 0.416, 0.789], [-0.602, 0.299, -0.159], [-1.579, 1.619, -0.011], [0.193, 0.804, 0.295], [0.662, 0.337, 0.659], [0.055, -0.529, -0.202], [0.141, -0.688, 0.299], [-0.505, -0.134, -1.316], [1.122, 1.141, 0.701], [-0.300, -0.417, -0.143], [0.044, 0.227, 0.045], [0.273, -0.296, 0.303], [-0.200, -0.145, 0.504], [0.182, -0.357, 0.022], [-0.722, 0.668, -0.209], [0.741, -0.431, 0.227], [-0.410, -0.882, -1.386], [0.883, 0.373, -0.792], [-0.219, 0.367, -0.399], [-0.775, -0.339, 1.220], [0.823, 0.180, -0.547], [-0.882, -1.114, 0.573], [2.137, 0.442, -0.161], [-0.950, 1.036, -0.854], [-0.520, 0.160, 0.594], [-0.124, -0.470, -0.370], [-0.168, 0.377, -1.405], [0.991, 0.590, 0.298], [-1.623, -0.793, -0.802], [1.775, -0.085, -0.607], [0.592, 0.118, 0.110], [-0.567, -0.360, -0.216], [-0.074, 0.170, 1.136], [-0.105, -0.461, 0.106], [-0.164, 0.468, 0.918], [-0.158, 0.002, 0.547], [-0.128, -0.722, 0.468], [0.415, 1.031, -0.072], [-0.268, 0.243, -0.803], [-1.435, -0.927, 0.794], [0.061, 0.473, -1.596], [0.943, -0.230, 1.106], [-1.809, -1.043, 0.509], [1.202, -0.056, -0.788], [1.223, 0.836, 0.069], [-0.731, -0.311, -0.189], [0.601, 0.795, 0.104], [-0.271, -0.056, 0.263]]}



# 2
{"formula": "C34H33GeN6O2SV", "method": "the ωB97M-V functional and the def2-TZVPD basis", "largest_force_ha_per_bohr": 0.048, "homo_energy_ev": [-15.61, -15.61], "orbital_gap_ev": [4.92, 4.78], "s_squared": 0.884, "total_charge": 3, "multiplicity": 2, "elements": ["V", "C", "C", "N", "O", "C", "C", "N", "O", "H", "H", "H", "H", "H", "H", "H", "S", "C", "N", "N", "C", "C", "C", "C", "C", "C", "N", "N", "C", "C", "C", "C", "C", "C", "H", "H", "H", "H", "H", "H", "H", "H", "H", "H", "H", "C", "Ge", "C", "C", "C", "C", "C", "C", "C", "C", "C", "C", "C", "C", "C", "C", "C", "C", "H", "H", "H", "H", "H", "H", "H", "H", "H", "H", "H", "H", "H", "H", "H"], "xyz": [[-1.3172, -0.3434, -0.3001], [-2.1408, 2.5330, -3.2062], [-2.0516, 1.7880, -1.9339], [-1.2102, 0.7747, -1.6949], [-0.5390, 0.0382, -2.6582], [-2.8690, 1.9942, -0.8028], [-3.8580, 3.0867, -0.5874], [-2.6612, 1.0189, 0.1082], [-3.2634, 0.9051, 1.1659], [-1.3802, 2.2119, -3.9159], [-2.0047, 3.5986, -3.0116], [-3.1328, 2.4198, -3.6508], [-1.1170, -0.1243, -3.4262], [-4.1956, 3.5087, -1.5312], [-3.4247, 3.8926, 0.0099], [-4.7139, 2.6997, -0.0352], [-0.5057, -0.3128, 1.8143], [-0.9934, -2.0380, 1.7412], [-0.5485, -2.9802, 2.5865], [0.2434, -2.7356, 3.5304], [0.6987, -3.6990, 4.4013], [0.2825, -5.0413, 4.2901], [0.7644, -5.9628, 5.1854], [1.6550, -5.5690, 6.1904], [2.0688, -4.2394, 6.2966], [1.5988, -3.3024, 5.4094], [-1.8512, -2.4815, 0.8479], [-2.4291, -1.7358, -0.0588], [-3.4100, -2.3141, -0.8804], [-3.8502, -3.6278, -0.6868], [-4.7524, -4.1823, -1.5722], [-5.2143, -3.4436, -2.6554], [-4.7836, -2.1349, -2.8458], [-3.8950, -1.5622, -1.9585], [0.5721, -1.7761, 3.7014], [-0.4080, -5.3210, 3.5077], [0.4551, -6.9961, 5.1182], [2.0294, -6.3017, 6.8925], [2.7561, -3.9485, 7.0780], [1.9155, -2.2677, 5.4805], [-3.4694, -4.1871, 0.1551], [-5.0953, -5.1969, -1.4262], [-5.9177, -3.8822, -3.3495], [-5.1516, -1.5693, -3.6907], [-3.5953, -0.5249, -2.0802], [0.0034, 3.0994, 1.7749], [1.1864, 2.1430, 0.5220], [2.8505, 1.3003, 1.1526], [3.0727, -0.0637, 1.3017], [4.3203, -0.5107, 1.7101], [5.3397, 0.3991, 1.9582], [5.1161, 1.7586, 1.7995], [3.8715, 2.2178, 1.3939], [1.1842, 2.8982, -1.2779], [0.6627, 4.1753, -1.3770], [0.7700, 4.8947, -2.5757], [1.3608, 4.3153, -3.6704], [1.8984, 3.0078, -3.6082], [2.5308, 2.4158, -4.7269], [3.1062, 1.1779, -4.6318], [3.0433, 0.4612, -3.4230], [2.3996, 0.9909, -2.3373], [1.8262, 2.2793, -2.3872], [0.5335, 3.9980, 2.1001], [-0.1949, 2.4885, 2.6535], [-0.9395, 3.3860, 1.3123], [2.2840, -0.7772, 1.0934], [4.5021, -1.5710, 1.8259], [6.3133, 0.0473, 2.2705], [5.9093, 2.4691, 1.9880], [3.7060, 3.2826, 1.2670], [0.1903, 4.6467, -0.5218], [0.3929, 5.9072, -2.6278], [1.4337, 4.8633, -4.6017], [2.5668, 2.9688, -5.6569], [3.6205, 0.7516, -5.4819], [3.5130, -0.5111, -3.3576], [2.3366, 0.4218, -1.4130]], "atomic_forces_ev_per_a": [[0.536, -1.905, 0.257], [0.173, -0.101, -0.117], [-0.738, 0.288, 0.613], [0.626, 0.928, -1.448], [0.266, 0.057, -0.235], [-0.226, 0.694, -0.511], [0.075, -0.064, 0.132], [-0.530, 0.214, 0.528], [-0.130, 0.524, -0.291], [0.006, 0.040, -0.003], [0.016, 0.014, 0.045], [-0.012, -0.037, 0.034], [-0.142, -0.144, 0.123], [-0.012, -0.021, -0.014], [-0.030, 0.015, 0.006], [-0.030, 0.022, -0.038], [0.142, -0.354, 0.778], [-0.286, 2.167, -1.096], [0.212, -1.348, 0.610], [-0.195, 0.339, -0.320], [0.222, -0.564, 0.466], [-0.111, 0.161, -0.182], [0.032, -0.011, 0.051], [-0.018, 0.151, -0.081], [0.049, -0.105, 0.097], [-0.114, 0.242, -0.190], [0.581, -1.665, 1.008], [-0.400, 0.587, -0.220], [-0.670, -0.643, -0.546], [0.326, 0.273, 0.250], [-0.077, 0.049, -0.096], [0.028, 0.033, 0.031], [-0.100, -0.040, -0.087], [0.230, 0.044, 0.326], [0.066, 0.079, -0.105], [-0.011, -0.052, 0.009], [-0.018, 0.000, -0.022], [-0.005, -0.011, 0.008], [0.007, 0.013, -0.002], [0.001, 0.012, 0.029], [-0.038, -0.088, -0.020], [0.001, -0.004, 0.032], [0.006, -0.014, -0.008], [-0.020, 0.043, 0.036], [-0.014, -0.009, -0.025], [0.127, -0.611, -0.248], [1.007, 1.279, -0.228], [-0.812, 0.048, -0.203], [0.000, -0.011, 0.053], [-0.026, -0.047, -0.025], [-0.010, 0.028, 0.005], [0.070, 0.040, 0.021], [-0.193, 0.050, -0.051], [-0.151, -0.582, 1.000], [-0.150, -0.073, 0.129], [0.003, 0.139, -0.138], [-0.063, 0.009, 0.159], [0.038, -0.174, 0.153], [0.065, -0.074, -0.045], [-0.048, 0.179, -0.124], [-0.049, -0.005, 0.160], [-0.014, -0.040, 0.032], [0.137, -0.012, -0.285], [0.087, -0.003, -0.062], [0.030, 0.042, 0.033], [0.040, 0.021, -0.052], [0.043, -0.033, 0.009], [0.019, -0.006, -0.020], [0.008, 0.000, 0.003], [0.012, -0.006, 0.005], [0.090, 0.030, 0.014], [-0.033, 0.013, -0.038], [0.005, 0.004, -0.004], [0.007, 0.015, -0.007], [0.050, 0.017, -0.001], [-0.022, -0.015, -0.016], [-0.021, -0.018, 0.013], [0.077, -0.019, -0.052]]}



# 3
{"formula": "C34H33HgN5O6P", "method": "the ωB97M-V functional and the def2-TZVPD basis", "largest_force_ha_per_bohr": 0.020, "relative_energy_kcal_mol": 13.7, "homo_energy_ev": [0.57, -2.28], "orbital_gap_ev": [3.27, 6.12], "s_squared": 0.762, "total_charge": -2, "multiplicity": 2, "elements": ["Hg", "N", "C", "C", "O", "N", "C", "C", "O", "O", "H", "H", "H", "H", "H", "H", "C", "C", "O", "C", "C", "C", "C", "C", "C", "O", "H", "H", "H", "H", "H", "H", "H", "O", "P", "C", "C", "C", "C", "C", "C", "C", "C", "C", "C", "C", "C", "C", "C", "C", "C", "C", "C", "H", "H", "H", "H", "H", "H", "H", "H", "H", "H", "H", "H", "H", "H", "H", "N", "C", "C", "N", "C", "C", "N", "H", "H", "H", "H", "H"], "xyz": [[0.0987, 0.1997, 0.3965], [-3.1941, 0.7551, 0.2827], [-3.3265, 0.6051, 1.7237], [-2.3649, -0.3126, 2.4937], [-2.7298, -0.6631, 3.6308], [-1.2836, -0.7446, 1.8616], [-0.5360, -1.7874, 2.5387], [0.6103, -2.4250, 1.7334], [1.1571, -3.4032, 2.2451], [0.9224, -1.9324, 0.5953], [-2.9757, -0.1522, -0.1182], [-2.4088, 1.3622, 0.0610], [-3.2975, 1.5959, 2.1867], [-4.3155, 0.1948, 1.9551], [-0.1106, -1.4334, 3.4850], [-1.2074, -2.6097, 2.8094], [4.5157, -0.5278, -0.8436], [3.4609, 0.3815, -0.2290], [2.3668, 0.4176, -0.7845], [3.8100, 1.1522, 0.9572], [5.1677, 1.4274, 1.2027], [5.6003, 2.1461, 2.2896], [4.6352, 2.5917, 3.2128], [3.3112, 2.3204, 3.0358], [2.8097, 1.5922, 1.8976], [1.5725, 1.3638, 1.8219], [4.0226, -1.1660, -1.5723], [4.9955, -1.1375, -0.0792], [5.2858, 0.0588, -1.3484], [5.9040, 1.0817, 0.4874], [6.6505, 2.3642, 2.4305], [4.9508, 3.1560, 4.0851], [2.5672, 2.6548, 3.7466], [-0.4905, 0.2540, -2.0056], [-0.2137, 0.1872, -3.4578], [0.2174, -1.5069, -3.9121], [-0.0845, -2.0826, -5.1431], [0.3484, -3.3694, -5.4292], [1.0793, -4.0772, -4.4841], [1.3704, -3.5088, -3.2494], [0.9447, -2.2230, -2.9578], [-1.6567, 0.6499, -4.4483], [-2.8663, 0.0552, -4.0834], [-4.0466, 0.4455, -4.6906], [-4.0288, 1.4376, -5.6633], [-2.8320, 2.0416, -6.0213], [-1.6476, 1.6548, -5.4087], [1.1534, 1.2126, -4.0263], [1.6856, 2.1426, -3.1413], [2.7387, 2.9511, -3.5511], [3.2615, 2.8209, -4.8278], [2.7361, 1.8825, -5.7129], [1.6835, 1.0796, -5.3122], [-0.6723, -1.5314, -5.8688], [0.1068, -3.8228, -6.3831], [1.4132, -5.0838, -4.7060], [1.9198, -4.0689, -2.5044], [1.1418, -1.7836, -1.9848], [-2.8778, -0.6900, -3.2977], [-4.9830, -0.0027, -4.3856], [-4.9541, 1.7555, -6.1279], [-2.8215, 2.8298, -6.7637], [-0.7192, 2.1489, -5.6656], [1.2740, 2.2371, -2.1464], [3.1370, 3.6858, -2.8637], [4.0848, 3.4522, -5.1411], [3.1507, 1.7770, -6.7081], [1.2794, 0.3406, -5.9949], [-0.7013, 5.1118, -2.6928], [-0.5875, 4.5351, -1.4058], [-0.8045, 3.1881, -1.2307], [-0.6703, 2.5638, -0.0058], [-0.3526, 3.4310, 0.9935], [-0.1493, 4.7646, 0.7927], [-0.2433, 5.3898, -0.4331], [-1.3943, 4.6636, -3.2749], [-0.8428, 6.1093, -2.6130], [-1.1284, 2.5735, -2.0620], [-0.2378, 3.0031, 1.9800], [0.1134, 5.3991, 1.6309]], "atomic_forces_ev_per_a": [[-0.446, 0.889, 0.215], [-0.103, -0.150, -0.119], [-0.058, 0.108, 0.076], [-0.135, -0.036, -0.259], [-0.062, -0.043, 0.194], [0.282, -0.308, -0.131], [-0.117, -0.006, 0.117], [-0.156, 0.054, -0.034], [0.111, -0.273, 0.120], [0.117, 0.115, -0.258], [0.065, 0.061, 0.017], [0.009, 0.030, 0.044], [0.040, -0.017, -0.016], [0.024, 0.053, 0.024], [0.041, -0.013, -0.013], [0.041, 0.033, 0.052], [-0.002, 0.025, 0.017], [-0.033, -0.012, -0.132], [-0.026, -0.042, -0.016], [0.045, -0.088, 0.022], [-0.001, 0.014, 0.027], [0.015, -0.001, -0.028], [0.016, 0.019, 0.047], [0.020, 0.042, -0.033], [-0.047, -0.033, 0.026], [0.186, -0.024, 0.069], [-0.020, -0.006, -0.021], [0.025, -0.014, 0.004], [0.018, 0.011, -0.028], [0.020, -0.030, -0.012], [0.034, 0.002, 0.007], [0.000, 0.012, 0.013], [-0.032, 0.008, 0.032], [-0.195, 0.058, -0.122], [0.256, -0.362, 0.008], [0.124, 0.016, -0.135], [0.006, 0.031, 0.065], [-0.004, -0.028, -0.004], [0.009, 0.009, 0.025], [0.007, -0.073, -0.069], [-0.149, 0.081, 0.013], [-0.105, 0.072, 0.160], [0.055, -0.004, -0.036], [-0.007, 0.027, -0.026], [0.028, 0.024, -0.022], [-0.073, -0.021, -0.007], [0.040, -0.039, -0.030], [0.007, 0.004, -0.037], [-0.043, 0.016, -0.028], [0.029, 0.031, -0.049], [-0.006, 0.007, 0.015], [0.024, 0.038, 0.032], [-0.026, -0.024, 0.088], [0.003, 0.008, -0.020], [0.004, -0.001, -0.001], [-0.003, -0.004, 0.001], [-0.007, 0.012, 0.033], [0.049, -0.027, 0.047], [0.002, -0.003, 0.031], [-0.007, -0.012, -0.005], [-0.005, -0.003, -0.004], [0.000, 0.003, -0.001], [-0.002, 0.011, 0.013], [0.016, -0.009, 0.048], [0.011, -0.013, 0.006], [-0.002, 0.000, 0.003], [0.004, 0.003, -0.001], [-0.002, -0.032, -0.002], [0.190, -0.018, -0.214], [-0.146, -0.039, 0.001], [-0.177, 0.069, -0.182], [0.213, -0.358, -0.018], [0.066, 0.110, 0.198], [-0.025, 0.003, -0.006], [0.071, 0.016, 0.029], [-0.038, 0.073, 0.073], [-0.097, -0.067, 0.008], [0.008, 0.028, 0.015], [0.038, 0.014, 0.022], [-0.013, -0.006, 0.063]]}



Question: Which formula does entry 2 have?
Answer: C34H33GeN6O2SV